Molecular formula: C5H7N
Method: DFT, the ωB97M-V functional and the def2-TZVPD basis

Output
**M**: 81.12 g mol⁻¹
**HOMO-LUMO gap (alpha / beta)**: 8.3 / 8.3 eV
**SMILES**: C1=CCC=NC=1.[H][H]
**Energy relative to the best compared isomer or geometry (same formula, charge and spin)**: 438.7 kJ/mol
**Charge**: 0
**LUMO energy (alpha / beta)**: -0.230 / -0.230 eV
**E_HOMO (alpha / beta)**: -8.55 / -8.55 eV

Each line ends with the natural charge from an NBO analysis.
Geometry (Å):
C 0.951 1.165 0.122  -0.04
C 1.274 -0.002 -0.423  -0.21
C 0.511 -1.137 0.214  -0.53
C -0.890 -0.640 0.613  0.17
N -1.237 0.571 0.835  -0.42
C -0.076 1.433 0.914  -0.07
H 1.799 -0.142 -1.364  0.21
H 0.966 -1.597 1.102  0.25
H 0.385 -1.941 -0.522  0.24
H -1.654 -1.418 0.730  0.19
H -0.083 2.126 1.750  0.21
H -0.799 0.833 -2.288  -0.01
H -1.338 0.719 -1.789  0.00